No. 1
A structure of composition C30H33BN8PtS4, computed with ωB97M-V with the def2-TZVPD basis set.

Atoms and positions in Å:
Pt1 0.09 -0.51 0.18
S1 5.08 1.62 -4.43
C1 4.95 3.27 -4.82
C2 3.84 3.84 -4.28
C3 3.07 2.91 -3.54
C4 3.61 1.65 -3.53
C5 3.09 0.45 -2.88
C6 2.11 0.57 -1.87
N1 1.59 -0.47 -1.25
C7 1.98 -1.72 -1.60
C8 2.98 -1.95 -2.55
C9 3.36 -3.30 -2.84
C10 2.76 -4.34 -2.22
C11 1.70 -4.13 -1.27
C12 1.03 -5.17 -0.61
C13 0.02 -4.89 0.29
C14 -0.32 -3.54 0.49
N2 0.28 -2.54 -0.14
C15 1.30 -2.82 -0.99
C16 -0.68 -5.94 1.03
C17 -0.29 -7.24 1.20
C18 -1.20 -8.00 1.97
C19 -2.27 -7.26 2.37
S2 -2.18 -5.65 1.83
C20 3.53 -0.83 -3.18
H1 5.71 3.74 -5.42
H2 3.57 4.87 -4.42
H3 2.13 3.15 -3.06
H4 1.78 1.54 -1.54
H5 4.14 -3.47 -3.56
H6 3.05 -5.36 -2.44
H7 1.30 -6.19 -0.83
H8 -1.12 -3.27 1.16
H9 0.63 -7.65 0.80
H10 -1.07 -9.04 2.22
H11 -3.12 -7.58 2.96
H12 4.30 -0.97 -3.93
C21 -4.41 -0.78 0.17
N3 -3.94 0.34 0.96
C22 -4.65 1.49 1.21
C23 -3.90 2.25 2.03
N4 -2.73 1.57 2.30
B1 -1.79 2.17 3.44
N5 -0.38 1.51 3.49
C24 0.17 1.10 4.68
C25 1.45 0.72 4.45
N6 1.67 0.90 3.11
C26 2.94 0.64 2.43
C27 0.55 1.39 2.55
S3 0.37 1.72 0.85
C28 -2.77 0.40 1.66
S4 -1.65 -0.92 1.68
H13 -5.09 -0.41 -0.60
H14 -4.94 -1.50 0.80
H15 -3.56 -1.28 -0.29
H16 -5.64 1.64 0.81
H17 -4.11 3.20 2.50
H18 -1.71 3.35 3.20
H19 -2.31 1.93 4.49
H20 -0.40 1.11 5.60
H21 2.21 0.34 5.11
H22 3.49 -0.10 3.00
H23 3.52 1.56 2.37
H24 2.74 0.27 1.43
N7 -1.74 4.91 -2.48
C29 -2.24 5.68 -1.34
C30 -1.84 4.96 -0.05
N8 -2.11 3.50 -0.23
H25 -2.29 5.08 -3.31
H26 -2.03 3.33 -1.25
H27 -0.78 5.17 -2.70
H28 -3.33 5.72 -1.40
H29 -1.88 6.70 -1.30
H30 -2.39 5.32 0.81
H31 -0.77 5.06 0.15
H32 -3.04 3.23 0.11
H33 -1.41 2.92 0.28

2S+1: 1
Orbital gap, eV: 7.0
Energy, hartree: -3337.6822
ΔE to the lowest compared entry with this formula, charge and spin, kcal/mol: 3.7
Charge: +2

***

No. 2
A cluster of 2 separate species, C3H5O4S in total, computed with ωB97M-V with the def2-TZVPD basis set.

Atoms and positions in Å:
C1 0.17 -0.25 0.84
C2 -0.04 -0.77 -0.49
C3 -0.59 -0.54 2.13
O1 1.22 0.36 -3.32
O2 -1.01 1.53 -2.83
O3 1.10 2.24 -1.70
O4 1.02 -1.26 0.34
S1 0.38 1.18 -2.42
H1 0.80 0.69 0.74
H2 -0.83 -1.40 -0.70
H3 -0.03 -0.06 3.04
H4 -0.63 -1.53 2.22
H5 -1.56 -0.18 2.16

2S+1: 1
Orbital gap (alpha / beta), eV: 7.2 / 7.7
Energy, hartree: -816.3776
ΔE to the lowest compared entry with this formula, charge and spin, kcal/mol: 110.8
Charge: -1

***

No. 3
The ion C3H8NO2S2 with charge +1, computed with ωB97M-V with the def2-TZVPD basis set.

Atoms and positions in Å:
N1 -0.75 1.15 -1.09
C1 -0.19 0.99 0.34
C2 0.43 -0.30 0.77
S1 -0.75 -1.58 0.53
S2 -0.54 -2.84 -1.05
C3 0.82 2.18 0.33
O1 1.10 2.86 -0.66
O2 1.34 2.40 1.52
H1 -1.34 1.93 -1.14
H2 -1.38 0.46 -1.38
H3 -0.15 1.34 -1.76
H4 -1.10 1.09 1.10
H5 1.58 -0.37 0.46
H6 0.77 -0.33 1.85
H7 -0.07 -4.01 -0.56
H8 1.56 3.32 1.79

2S+1: 1
Orbital gap, eV: 9.8
Energy, hartree: -1120.4214
ΔE to the lowest compared entry with this formula, charge and spin, kcal/mol: 44.2
Charge: +1

***

No. 4
A cluster of 14 separate species, C4H39N2O13 in total, computed with ωB97M-V with the def2-TZVPD basis set.

Atoms and positions in Å:
C1 1.58 1.25 2.03
N1 0.83 1.99 1.06
C2 1.68 -0.28 1.61
N2 0.25 -0.70 1.20
C3 2.56 -2.61 2.31
C4 2.15 -1.17 2.72
H1 0.90 1.20 2.89
H2 2.52 1.71 2.32
H3 0.16 2.67 1.46
H4 1.34 2.33 0.23
H5 2.20 -0.34 0.65
H6 -0.29 -0.55 2.06
H7 -0.11 -0.07 0.49
H8 0.18 -1.70 0.91
H9 2.97 -2.57 1.31
H10 1.81 -3.28 2.70
H11 3.46 -2.84 2.90
H12 1.47 -1.12 3.57
H13 3.00 -0.67 3.20
H14 -0.16 4.82 -1.26
H15 0.11 3.28 -1.53
O1 -0.24 3.93 -0.91
H16 -1.18 -5.43 -1.16
H17 -2.22 -4.37 -0.97
O2 -1.53 -4.64 -1.60
H18 -0.86 5.02 1.89
H19 -1.26 3.64 2.62
O3 -1.19 4.12 1.81
H20 -0.58 0.73 -2.38
H21 0.30 0.66 -1.22
O4 -0.01 1.31 -1.85
H22 -2.68 1.49 3.10
H23 -2.38 1.43 1.51
O5 -2.26 1.00 2.38
H24 2.12 0.52 -3.08
H25 3.60 0.52 -3.77
O6 3.05 0.76 -3.03
H26 -3.34 1.38 -1.93
H27 -3.65 1.36 -3.44
O7 -3.39 0.79 -2.70
H28 -1.83 -1.62 -0.95
H29 -2.50 -0.70 -1.98
O8 -1.98 -1.52 -1.89
H30 0.61 -2.63 -1.14
H31 -0.59 -3.60 -0.57
O9 -0.01 -2.81 -0.43
H32 0.22 -0.67 -4.31
H33 -0.29 -1.18 -2.96
O10 0.52 -0.87 -3.42
H34 3.12 -0.52 -1.85
H35 3.60 -1.92 -1.43
O11 2.90 -1.29 -1.28
H36 -1.53 2.66 -0.33
H37 -2.85 2.76 0.45
O12 -2.31 2.16 -0.06
H38 -2.39 -0.86 1.98
H39 -3.20 -1.45 0.78
O13 -2.39 -1.53 1.29

2S+1: 2
Orbital gap (alpha / beta), eV: 10.8 / 5.1
Energy, hartree: -1262.8036
Expectation value of S²: 0.754
ΔE to the lowest compared entry with this formula, charge and spin, kcal/mol: 1.8
Charge: +2

***

No. 5
The molecule C5H10O, computed with ωB97M-V with the def2-TZVPD basis set.

Atoms and positions in Å:
C1 0.78 0.34 -1.97
C2 -0.33 0.44 -0.94
O1 -0.98 -0.80 -0.65
C3 -0.31 -0.14 0.42
C4 -1.27 0.38 1.47
C5 0.91 -0.84 0.96
H1 0.91 1.29 -2.49
H2 0.50 -0.42 -2.70
H3 1.75 0.05 -1.53
H4 -1.03 1.27 -1.11
H5 -2.14 0.86 1.00
H6 -1.64 -0.47 2.06
H7 -0.80 1.09 2.15
H8 1.45 -0.18 1.65
H9 1.60 -1.13 0.17
H10 0.62 -1.74 1.51

2S+1: 1
Orbital gap, eV: 11.0
Energy, hartree: -271.7170
ΔE to the lowest compared entry with this formula, charge and spin, kcal/mol: 22.3

***

No. 6
A structure of composition C40H43F11N2O6S2SeTi, computed with ωB97M-V with the def2-TZVPD basis set.

Atoms and positions in Å:
Ti1 0.17 1.34 -0.43
C1 -0.63 2.02 2.12
C2 -0.65 1.04 3.07
C3 -1.44 -0.10 2.52
C4 -1.83 0.25 1.28
C5 -1.41 1.63 0.93
C6 -2.56 2.61 0.54
C7 -2.04 3.98 0.10
C8 -3.46 2.04 -0.56
C9 -3.43 2.81 1.80
C10 -1.85 -1.44 3.13
C11 -2.18 -2.45 2.01
C12 -3.13 -1.25 3.96
C13 -0.76 -2.11 3.98
C14 0.01 1.21 4.43
C15 0.56 2.64 4.58
C16 -1.02 1.04 5.56
C17 1.20 0.24 4.62
H1 -0.19 2.99 2.24
H2 -2.40 -0.36 0.59
H3 -1.55 3.94 -0.87
H4 -1.35 4.41 0.82
H5 -2.89 4.67 0.01
H6 -2.94 1.90 -1.50
H7 -4.28 2.74 -0.75
H8 -3.91 1.09 -0.27
H9 -2.88 3.35 2.57
H10 -3.76 1.86 2.21
H11 -4.31 3.40 1.54
H12 -3.07 -2.16 1.44
H13 -2.37 -3.43 2.45
H14 -1.34 -2.54 1.31
H15 -3.94 -0.89 3.32
H16 -3.00 -0.53 4.76
H17 -3.43 -2.20 4.40
H18 0.15 -2.28 3.40
H19 -1.12 -3.08 4.32
H20 -0.50 -1.53 4.86
H21 -0.22 3.39 4.53
H22 1.32 2.86 3.83
H23 1.04 2.72 5.56
H24 -1.90 1.67 5.38
H25 -0.57 1.33 6.51
H26 -1.36 0.01 5.67
H27 2.14 0.79 4.64
H28 1.27 -0.50 3.82
H29 1.12 -0.31 5.56
F1 4.31 2.69 -3.37
C18 4.99 2.55 -2.23
F2 5.81 3.58 -2.09
F3 5.70 1.43 -2.30
S1 3.84 2.44 -0.79
O1 2.85 1.45 -1.15
O2 4.69 2.20 0.33
N1 3.26 3.94 -0.74
S2 1.76 4.23 -0.96
O3 0.95 3.17 -0.28
O4 1.37 5.55 -0.59
C19 1.45 4.21 -2.80
F4 2.35 5.05 -3.31
F5 1.62 3.02 -3.35
F6 0.23 4.67 -3.05
F7 6.01 -0.74 3.28
C20 4.92 -0.79 2.53
C21 4.16 0.35 2.33
F8 4.51 1.50 2.90
C22 3.03 0.27 1.54
F9 2.31 1.39 1.36
C23 2.61 -0.90 0.94
Se1 1.07 -1.00 -0.17
C24 3.40 -2.03 1.15
F10 3.06 -3.20 0.60
C25 4.53 -1.98 1.94
F11 5.26 -3.08 2.13
C26 -0.46 -6.54 -2.01
C27 -0.08 -5.40 -2.92
C28 0.89 -5.60 -3.90
C29 1.29 -4.56 -4.73
C30 0.72 -3.31 -4.59
C31 -0.27 -3.11 -3.64
N2 -0.85 -1.83 -3.43
C32 -0.97 -0.82 -4.34
C33 -1.11 -1.08 -5.71
C34 -1.25 -0.06 -6.62
C35 -1.26 1.28 -6.22
C36 -1.13 1.57 -4.89
C37 -0.99 0.54 -3.94
C38 -0.85 0.94 -2.56
O5 -0.52 2.12 -2.18
O6 -0.98 0.13 -1.57
C39 -0.68 -4.14 -2.79
C40 -1.73 -3.87 -1.75
H30 0.16 -7.41 -2.21
H31 -1.50 -6.84 -2.15
H32 -0.34 -6.27 -0.96
H33 1.35 -6.58 -3.99
H34 2.06 -4.73 -5.47
H35 1.06 -2.49 -5.20
H36 -0.90 -1.54 -2.46
H37 -1.12 -2.11 -6.05
H38 -1.37 -0.31 -7.66
H39 -1.37 2.07 -6.95
H40 -1.13 2.59 -4.53
H41 -2.52 -3.23 -2.14
H42 -1.31 -3.36 -0.88
H43 -2.19 -4.79 -1.39

2S+1: 1
Orbital gap, eV: 6.9
Energy, hartree: -7256.8396
ΔE to the lowest compared entry with this formula, charge and spin, kcal/mol: 61.0

***

No. 7
A structure of composition C52H48GeN3O8PTi, computed with ωB97M-V with the def2-TZVPD basis set.

Atoms and positions in Å:
Ti1 0.51 -0.07 -0.35
O1 -6.96 2.96 0.31
C1 -6.16 3.90 0.20
O2 -6.33 5.11 0.38
C2 -4.70 3.49 -0.23
C3 -3.79 4.47 -0.61
C4 -2.50 4.10 -0.93
N1 -2.06 2.85 -0.87
C5 -2.93 1.90 -0.52
C6 -4.26 2.18 -0.22
C7 -2.36 0.51 -0.39
O3 -3.02 -0.50 -0.58
O4 -1.14 0.49 0.02
H1 -4.11 5.51 -0.64
H2 -1.76 4.83 -1.25
H3 -4.94 1.38 0.04
C8 5.27 0.21 -0.14
C9 4.50 0.34 1.02
C10 3.16 0.01 0.98
N2 2.53 -0.39 -0.14
C11 3.28 -0.55 -1.24
C12 4.64 -0.29 -1.27
H4 6.31 0.50 -0.15
H5 4.95 0.70 1.93
H6 2.55 0.05 1.87
H7 2.76 -0.91 -2.12
H8 5.20 -0.46 -2.18
C13 1.48 1.36 4.40
C14 0.04 1.00 4.06
P1 -0.07 -0.34 2.74
C15 0.51 -1.80 3.78
C16 1.98 -2.12 3.55
C17 -1.90 -0.68 2.95
C18 -2.77 0.57 2.83
H9 1.51 2.25 5.02
H10 2.02 1.57 3.48
H11 1.97 0.55 4.93
H12 -0.45 1.87 3.62
H13 -0.51 0.70 4.96
H14 -0.09 -2.66 3.48
H15 0.33 -1.61 4.84
H16 2.15 -2.27 2.48
H17 2.26 -3.03 4.07
H18 2.62 -1.31 3.89
H19 -2.08 -1.19 3.90
H20 -2.17 -1.37 2.14
H21 -2.81 1.12 3.76
H22 -3.78 0.30 2.54
H23 -2.37 1.22 2.05
O5 1.50 1.84 -1.06
C19 1.23 2.35 0.05
O6 0.97 1.67 1.06
C20 1.33 3.84 0.23
C21 0.62 4.46 1.24
C22 0.74 5.83 1.50
C23 1.62 6.52 0.70
O7 1.96 7.86 0.75
C24 2.93 8.04 -0.25
O8 3.19 6.82 -0.90
C25 2.35 5.90 -0.31
C26 2.22 4.56 -0.58
H24 -0.05 3.87 1.84
H25 0.19 6.32 2.28
H26 3.86 8.43 0.20
H27 2.56 8.77 -0.99
H28 2.77 4.06 -1.36
N3 0.06 0.01 -7.79
C27 0.00 -0.09 -6.64
C28 -0.02 -0.19 -5.24
C29 -0.43 0.89 -4.46
C30 -0.33 0.82 -3.08
C31 0.16 -0.30 -2.41
C32 0.48 -1.40 -3.23
C33 0.40 -1.36 -4.61
H29 -0.81 1.78 -4.94
H30 -0.64 1.69 -2.50
H31 0.80 -2.33 -2.77
H32 0.68 -2.22 -5.20
C34 0.31 -1.99 0.05
Ge1 1.29 -3.62 -0.11
C35 3.28 -3.67 -0.41
C36 4.20 -3.66 0.63
C37 5.57 -3.67 0.39
C38 6.04 -3.66 -0.91
C39 5.14 -3.63 -1.96
C40 3.78 -3.64 -1.71
C41 0.87 -4.82 1.47
C42 1.78 -5.57 2.20
C43 1.39 -6.27 3.33
C44 0.07 -6.27 3.74
C45 -0.86 -5.55 3.01
C46 -0.46 -4.84 1.89
C47 0.66 -4.86 -1.58
C48 -0.63 -4.70 -2.07
C49 -1.15 -5.56 -3.02
C50 -0.36 -6.59 -3.52
C51 0.92 -6.77 -3.03
C52 1.42 -5.92 -2.06
H33 -0.47 -2.19 0.78
H34 3.85 -3.66 1.65
H35 6.26 -3.67 1.23
H36 7.11 -3.68 -1.10
H37 5.51 -3.59 -2.98
H38 3.09 -3.63 -2.54
H39 2.81 -5.61 1.88
H40 2.12 -6.83 3.90
H41 -0.23 -6.82 4.61
H42 -1.90 -5.54 3.32
H43 -1.20 -4.28 1.33
H44 -1.23 -3.88 -1.70
H45 -2.16 -5.44 -3.39
H46 -0.76 -7.27 -4.27
H47 1.53 -7.58 -3.42
H48 2.41 -6.08 -1.67

2S+1: 1
Orbital gap, eV: 5.6
Energy, hartree: -6044.3876
ΔE to the lowest compared entry with this formula, charge and spin, kcal/mol: 44.1
Charge: -2

***

No. 8
A structure of composition C9H20AgF4N3O8S4, computed with ωB97M-V with the def2-TZVPD basis set.

Atoms and positions in Å:
Ag1 -2.05 1.71 1.30
C1 -1.16 -4.03 -3.46
C2 -1.13 -2.92 -2.43
C3 0.14 -2.90 -1.58
C4 0.13 -1.81 -0.51
N1 1.45 -1.76 0.29
C5 2.60 -1.16 -0.51
C6 2.32 0.34 -0.45
C7 1.57 0.60 0.84
C8 1.33 -0.79 1.45
C9 1.73 -3.13 0.84
H1 -2.13 -4.02 -3.95
H2 -1.01 -5.01 -2.99
H3 -0.33 -3.87 -4.16
H4 -1.97 -2.99 -1.72
H5 -1.24 -1.89 -2.78
H6 1.04 -2.74 -2.19
H7 0.31 -3.87 -1.11
H8 -0.71 -1.87 0.18
H9 0.09 -0.78 -0.87
H10 3.52 -1.44 0.00
H11 2.69 -1.49 -1.54
H12 3.27 0.85 -0.62
H13 1.67 0.61 -1.28
H14 2.09 1.14 1.63
H15 0.63 1.10 0.65
H16 2.02 -1.14 2.21
H17 0.36 -0.96 1.93
H18 2.08 -3.79 0.05
H19 0.84 -3.58 1.26
H20 2.49 -3.04 1.61
N2 -1.49 3.16 2.96
S1 -0.39 4.17 3.32
O1 0.13 4.01 4.67
O2 -0.54 5.50 2.80
F1 0.74 3.59 2.37
S2 -2.61 3.60 4.10
O3 -2.88 4.98 4.37
O4 -2.64 2.69 5.19
F2 -3.85 3.08 3.18
N3 -1.32 1.93 -0.83
S3 -1.64 1.25 -2.18
O5 -0.56 0.70 -2.97
O6 -2.76 1.83 -2.87
F3 -2.24 -0.10 -1.56
S4 -0.28 3.19 -1.22
O7 -0.56 3.83 -2.47
O8 1.10 3.01 -0.82
F4 -0.84 4.19 -0.12

2S+1: 1
Orbital gap, eV: 8.6
Energy, hartree: -3260.2039
ΔE to the lowest compared entry with this formula, charge and spin, kcal/mol: 0.0

***

No. 9
The molecule C7H7NO, computed with ωB97M-V with the def2-TZVPD basis set.

Atoms and positions in Å:
C1 1.13 2.13 -0.04
C2 0.92 0.82 -0.20
O1 1.79 -0.30 0.08
C3 1.01 -1.43 0.32
C4 0.02 -1.42 -0.98
C5 -0.33 0.10 -0.32
C6 -1.66 0.54 -0.27
N1 -3.01 0.40 0.20
C7 -0.26 -0.60 1.10
H1 0.42 2.92 -0.77
H2 2.19 2.65 0.38
H3 1.36 -2.48 0.48
H4 -0.16 -1.32 -2.12
H5 -1.04 -1.93 -0.73
H6 0.11 0.19 1.81
H7 -1.11 -1.25 1.27

2S+1: 1
Orbital gap, eV: 9.5
Energy, hartree: -400.5960
ΔE to the lowest compared entry with this formula, charge and spin, kcal/mol: 197.5

***

No. 10
The molecule C4H9NO3, computed with ωB97M-V with the def2-TZVPD basis set.

Atoms and positions in Å:
O1 0.12 -1.56 -2.64
C1 0.01 -1.14 -1.52
N1 -0.51 0.17 -1.20
C2 -0.32 0.74 0.17
C3 -0.89 -0.07 1.37
O2 -1.14 -1.30 0.89
C4 1.15 1.03 0.19
O3 2.15 0.03 0.35
H1 0.29 -1.69 -0.61
H2 -1.05 0.70 -1.81
H3 -0.85 1.74 0.36
H4 0.10 -0.25 2.06
H5 -1.82 0.48 2.04
H6 -2.04 -1.18 0.35
H7 1.47 1.36 -0.83
H8 1.26 1.65 1.04
H9 2.08 -0.71 -0.20

2S+1: 1
Orbital gap, eV: 10.3
Energy, hartree: -438.1874
ΔE to the lowest compared entry with this formula, charge and spin, kcal/mol: 88.9

***

No. 11
A cluster of 2 separate species, C3H7BrNO in total, computed with ωB97M-V with the def2-TZVPD basis set.

Atoms and positions in Å:
C1 1.53 0.11 -0.35
C2 -2.48 1.45 0.37
C3 -2.43 -0.70 -0.50
N1 2.51 -0.61 0.17
O1 -2.96 0.49 -0.36
Br1 -0.80 -1.38 0.24
H1 1.23 0.96 0.33
H2 1.24 0.15 -1.39
H3 -1.55 1.36 0.86
H4 -3.20 2.23 0.65
H5 -2.82 -1.41 -1.17
H6 2.69 -0.54 1.20
H7 3.09 -1.39 -0.33

2S+1: 3
Orbital gap (alpha / beta), eV: 4.8 / 10.1
Energy, hartree: -2822.0525
Expectation value of S²: 2.012
ΔE to the lowest compared entry with this formula, charge and spin, kcal/mol: 9.9
Charge: +1